# 1
46
Properties=species:S:1:pos:R:3 method="wB97M-V/def2-TZVPD" orbital_gap_ev=3.9103 homo_energy_ev=-2.05 total_charge=-1 e_tot_ha=-2058.181851 de_lowest_kj_mol=5.8 multiplicity=1
C 3.557 -0.727 -1.459
O 2.673 -1.605 -0.719
C 1.834 -1.057 0.189
C 0.954 -1.942 0.873
C 0.068 -1.468 1.786
C -0.020 -0.043 2.133
O -0.810 0.405 2.990
C 0.911 0.819 1.398
C 1.792 0.332 0.477
H 4.096 -1.407 -2.118
H 2.992 0.011 -2.048
H 4.256 -0.204 -0.790
H 1.015 -3.003 0.633
H -0.602 -2.151 2.301
H 0.893 1.885 1.612
H 2.467 1.013 -0.047
C -5.043 1.335 6.162
C -3.934 2.124 5.842
C -2.869 2.167 6.738
C -2.885 1.417 7.899
C -3.984 0.630 8.230
C -5.073 0.598 7.357
S -1.404 1.476 8.919
O -1.636 2.368 10.029
O -0.916 0.132 9.114
C -0.417 2.313 7.698
C 0.916 2.128 7.605
C 1.730 2.670 6.534
C 1.694 4.038 6.192
C 2.459 4.517 5.133
C 3.250 3.636 4.382
C 3.308 2.278 4.725
C 2.575 1.808 5.812
S -1.389 3.164 6.467
O -0.914 2.897 5.137
O -1.639 4.513 6.925
H -5.888 1.297 5.472
H -3.873 2.698 4.918
H -3.960 0.060 9.156
H -5.941 -0.012 7.613
H 1.385 1.511 8.371
H 1.107 4.726 6.803
H 2.423 5.582 4.900
H 3.825 4.010 3.536
H 3.917 1.577 4.151
H 2.590 0.758 6.109

# 2
45
Properties=species:S:1:pos:R:3 method="wB97M-V/def2-TZVPD" orbital_gap_ev=7.7544 homo_energy_ev=-11.35 total_charge=+1 e_tot_ha=-1645.910504 de_lowest_kj_mol=0.0 multiplicity=1
Au 0.261 -1.112 -0.070
C -3.897 -1.140 1.726
C -2.499 -0.868 1.281
N -1.655 -1.768 0.945
N -2.066 -3.082 1.013
C -2.101 -1.639 -2.578
O -3.191 -1.794 -2.805
C 1.742 -1.719 -1.036
C -0.025 -4.208 -1.619
C 1.079 -4.371 -2.222
C 2.499 -4.380 -2.466
C 3.286 -3.342 -2.176
C 2.830 -2.053 -1.659
C -2.012 0.530 1.189
C -2.755 1.604 1.648
C -2.219 2.881 1.561
C -0.959 3.048 1.017
C -0.276 1.925 0.579
N -0.788 0.700 0.668
H -4.201 -2.143 1.442
H -4.579 -0.428 1.263
H -3.987 -1.036 2.810
H 2.315 -1.885 2.557
H 0.281 -4.846 -2.927
H 2.926 -5.273 -2.902
H 4.346 -3.426 -2.377
H 3.478 -1.185 -1.807
H -3.736 1.450 2.073
H -2.782 3.733 1.917
H -0.505 4.023 0.928
H 0.710 2.002 0.142
Cl 1.577 -4.378 1.123
C 0.227 -3.648 1.931
C -1.090 -4.070 1.448
C -2.271 -3.706 2.347
C -1.961 -2.963 3.563
C -0.734 -2.468 3.787
C 0.417 -2.807 2.966
C 1.782 -2.349 3.392
H -1.125 -4.974 0.855
H -3.137 -4.354 2.351
H -2.744 -2.842 4.300
H -0.546 -1.890 4.684
H 2.387 -3.193 3.727
H 1.714 -1.629 4.205

# 3
95
Properties=species:S:1:pos:R:3 method="wB97M-V/def2-TZVPD" orbital_gap_ev=8.2322 homo_energy_ev=-8.37 total_charge=0 e_tot_ha=-23717.695738 multiplicity=1
C -1.241 -3.214 -2.896
C -0.909 -2.606 -1.494
P -0.592 -0.750 -1.566
C -2.116 0.024 -0.820
C 0.901 -0.517 -0.454
C 0.565 -0.586 1.103
C 0.838 -2.053 1.675
O 0.451 -2.138 3.060
C 0.759 -3.413 3.478
O 1.692 -3.611 4.126
O 1.632 0.709 -0.672
C 1.769 1.050 -2.016
O 1.179 1.985 -2.374
C 2.668 0.333 -3.074
B 4.124 -0.159 -2.593
O 5.277 0.267 -3.297
O 4.347 -1.029 -1.533
H -1.786 -2.484 -3.514
H -1.818 -4.141 -2.727
H -0.280 -3.489 -3.374
H -1.801 -2.771 -0.847
H -0.085 -3.162 -1.014
H -2.308 -0.260 0.240
H -2.987 -0.380 -1.386
H -2.151 1.117 -0.963
H 1.568 -1.393 -0.650
H -0.476 -0.310 1.340
H 1.212 0.162 1.600
H 1.931 -2.275 1.571
H 0.197 -2.739 1.085
H 0.050 -4.218 3.192
H 2.863 1.061 -3.894
H 2.158 -0.544 -3.518
H 5.410 -0.297 -4.066
H 4.842 -1.762 -1.919
C 5.175 -1.226 2.181
Cl 3.699 -0.663 1.384
Cl 6.016 -2.390 1.136
Cl 6.237 0.153 2.495
Cl 4.755 -2.010 3.708
C -3.432 4.329 -1.733
Cl -4.663 4.010 -2.967
Cl -3.151 6.075 -1.624
Cl -3.991 3.720 -0.165
Cl -1.923 3.518 -2.174
C -7.779 4.822 -0.658
Cl -7.449 3.087 -0.544
Cl -6.567 5.724 0.270
Cl -7.708 5.322 -2.353
Cl -9.391 5.158 -0.009
C -9.039 7.021 -6.012
Cl -7.552 6.339 -5.336
Cl -9.049 8.773 -5.764
Cl -9.114 6.668 -7.744
Cl -10.438 6.301 -5.201
C -4.850 0.978 2.831
Cl -6.292 0.146 3.428
Cl -3.717 1.224 4.165
Cl -4.068 0.005 1.561
Cl -5.321 2.545 2.157
C 9.959 1.176 3.280
Cl 8.676 2.342 3.651
Cl 10.219 0.124 4.678
Cl 9.479 0.198 1.886
Cl 11.456 2.045 2.908
C -5.318 -3.956 3.707
Cl -6.306 -5.093 2.776
Cl -4.712 -2.681 2.636
Cl -6.305 -3.231 4.987
Cl -3.954 -4.820 4.435
C 5.718 4.898 5.710
Cl 4.297 3.991 6.247
Cl 6.773 5.218 7.095
Cl 6.602 3.947 4.504
Cl 5.204 6.431 4.992
C 1.868 4.483 -5.457
Cl 2.857 5.948 -5.556
Cl 0.556 4.734 -4.305
Cl 1.190 4.120 -7.054
Cl 2.878 3.127 -4.926
C -0.801 -6.342 6.648
Cl 0.199 -4.891 6.526
Cl -2.072 -6.086 7.854
Cl -1.546 -6.680 5.075
Cl 0.205 -7.715 7.130
C -5.193 -4.562 -1.182
Cl -4.463 -4.630 -2.791
Cl -6.955 -4.504 -1.341
Cl -4.727 -6.004 -0.268
Cl -4.633 -3.109 -0.330
C 8.117 -2.901 -3.671
Cl 8.350 -4.654 -3.731
Cl 7.027 -2.409 -4.983
Cl 7.409 -2.452 -2.111
Cl 9.675 -2.091 -3.865

Values for lowest unoccupied orbital energy, Ha, ordered as above
0.068 -0.132 -0.005